No. 1
{"formula": "C19H36N3O5P2Tl", "method": "the ωB97M-V functional and the def2-TZVPD basis", "e_lumo_ev": 0.04, "total_charge": 0, "relative_energy_kcal_mol": 0.0, "orbital_gap_ev": 5.46, "symbols": ["Tl", "P", "P", "O", "O", "O", "O", "O", "N", "N", "N", "C", "C", "C", "C", "C", "C", "C", "C", "C", "C", "C", "C", "C", "C", "C", "C", "C", "C", "C", "H", "H", "H", "H", "H", "H", "H", "H", "H", "H", "H", "H", "H", "H", "H", "H", "H", "H", "H", "H", "H", "H", "H", "H", "H", "H", "H", "H", "H", "H", "H", "H", "H", "H", "H", "H"], "xyz": [[-1.04359, -0.93479, 1.43898], [-0.69286, 1.83339, 1.01399], [0.73849, -1.50065, -2.06171], [2.76696, 1.07810, 2.10181], [-2.70716, 0.88197, 4.46687], [0.77883, -2.96763, 1.68777], [-6.04196, 1.75397, 0.62750], [4.13661, -2.44208, 4.66568], [1.79143, -0.91857, 1.78484], [-1.25382, 0.71601, -1.69130], [2.64391, -2.76848, 2.97810], [5.42643, 1.39981, 3.23729], [3.65237, -2.04900, 3.61651], [-2.05047, 2.27063, -0.03059], [0.79305, 2.58723, 0.26190], [4.83093, 0.13394, 3.81354], [4.10290, -0.81407, 2.82150], [-3.27574, 1.98548, -2.15847], [-2.19919, 1.63896, -1.28853], [-0.20593, -0.72006, -3.39815], [2.82349, -0.16242, 2.22274], [1.70025, -2.23354, 2.09985], [5.42357, -0.33576, 0.60197], [5.03925, -1.32774, 1.68557], [-2.25295, 0.66291, -3.87222], [-1.26975, 0.27718, -2.94463], [-0.19357, -2.87578, -1.37752], [-3.29640, 1.49081, -3.45173], [-0.96849, 2.71069, 2.58846], [2.25382, -2.17203, -2.73204], [-5.84818, 0.85552, 0.30461], [5.61285, 2.10125, 4.05599], [1.02759, -0.54682, -1.06432], [6.37950, 1.21112, 2.73421], [5.61884, -0.44835, 4.31728], [-0.66644, -1.51398, -4.00899], [-4.04262, 2.64751, -1.76102], [-2.18247, 0.27619, -4.88651], [1.67957, 2.07230, 0.67090], [2.76087, -1.41150, -3.33838], [-2.22586, -2.71095, 0.98670], [-2.17090, 0.45115, 5.15955], [4.09657, 0.40707, 4.58791], [2.40140, -3.67058, 3.36134], [-1.54623, 3.62087, 2.38844], [4.56190, 0.25360, 0.26528], [0.83201, 3.65758, 0.50806], [0.52758, -0.20387, -4.03854], [-0.10844, -3.74145, -2.05580], [6.20571, 0.34977, 0.94163], [-3.40458, 1.33642, 4.93176], [-2.84896, 2.95299, 0.27656], [2.02820, -3.05283, -3.34823], [5.94446, -1.71729, 2.17832], [-4.09987, 1.75765, -4.13514], [4.54861, -2.19495, 1.21533], [0.01158, 2.97996, 3.00755], [-1.53431, 2.07933, 3.30003], [5.81465, -0.88839, -0.25927], [-1.25584, -2.61023, -1.28289], [4.70796, 1.85527, 2.54792], [-6.91883, 1.69518, 0.99669], [2.90067, -2.47663, -1.90027], [0.20259, -3.14373, -0.37875], [-2.55614, -3.37564, 0.90882], [0.74836, 2.48170, -0.82822]], "forces_ev_per_a": [[0.471, 1.491, 0.297], [-0.100, -0.287, -0.537], [-0.916, 0.337, 0.038], [0.287, -1.800, 0.360], [0.616, -0.802, 0.390], [0.704, 0.162, 0.210], [0.484, -0.524, -0.361], [-0.357, 0.327, -1.095], [-0.568, -1.139, -0.283], [0.639, -0.596, -0.091], [-0.082, -0.272, 0.219], [0.006, 0.412, -0.160], [0.251, -0.336, 0.274], [-0.592, -0.619, -0.810], [0.455, 0.157, 0.225], [-0.331, -0.489, 0.190], [-0.150, 0.207, 0.581], [-0.310, -0.416, -1.110], [0.443, 0.797, 1.547], [0.245, 0.270, -0.111], [0.146, 1.894, -0.148], [0.376, 0.636, -0.140], [0.075, 0.190, -0.209], [-0.218, -0.565, 0.304], [1.273, -1.098, -0.202], [-1.544, 0.498, -0.348], [-0.101, -0.253, 0.308], [-0.187, 0.782, 1.247], [-0.067, 0.164, 0.122], [0.395, -0.040, -0.034], [-0.027, 0.585, 0.176], [0.081, -0.027, -0.124], [0.003, -0.234, -0.198], [-0.136, 0.115, 0.099], [-0.364, 0.065, -0.110], [0.221, 0.157, 0.229], [0.076, -0.158, -0.228], [-0.171, 0.106, 0.111], [-0.362, 0.392, -0.250], [-0.046, -0.219, 0.174], [-0.418, -0.667, -0.089], [-0.414, 0.324, -0.431], [0.213, -0.119, -0.179], [0.057, 0.010, 0.122], [0.160, -0.017, 0.127], [0.174, -0.048, 0.076], [0.036, -0.177, -0.100], [-0.123, -0.139, 0.134], [0.003, 0.366, 0.192], [-0.272, -0.105, -0.212], [-0.360, 0.221, 0.230], [0.395, -0.172, 0.029], [0.039, 0.290, 0.123], [-0.224, 0.063, -0.124], [0.138, -0.038, 0.112], [0.098, 0.188, 0.108], [-0.290, -0.094, -0.015], [0.446, 0.453, -0.509], [-0.007, 0.106, 0.076], [0.314, 0.032, -0.033], [0.430, 0.029, 0.162], [-0.432, -0.022, 0.171], [-0.077, 0.058, -0.205], [-0.135, 0.097, -0.377], [-0.257, -0.447, -0.176], [-0.114, -0.065, 0.233]]}


No. 2
{"formula": "C19H36O6PSiSn", "method": "the ωB97M-V functional and the def2-TZVPD basis", "e_lumo_ev": -5.18, "total_charge": 1, "relative_energy_kcal_mol": 50.6, "orbital_gap_ev": 5.88, "symbols": ["Sn", "P", "Si", "O", "O", "O", "O", "O", "O", "C", "C", "C", "C", "C", "C", "C", "C", "C", "C", "C", "C", "C", "C", "C", "C", "C", "C", "C", "H", "H", "H", "H", "H", "H", "H", "H", "H", "H", "H", "H", "H", "H", "H", "H", "H", "H", "H", "H", "H", "H", "H", "H", "H", "H", "H", "H", "H", "H", "H", "H", "H", "H", "H", "H"], "xyz": [[1.20724, 0.28416, -0.53528], [-0.79377, 0.38746, 3.32780], [4.04605, 0.56451, -0.54460], [-4.20882, -2.17366, -1.46727], [-5.42774, -0.41102, -3.83415], [-1.50032, -3.27959, -2.32806], [0.96321, -1.71774, 0.04676], [-0.39790, 1.08057, -1.49591], [-0.83775, 0.41706, 1.82576], [4.86051, 2.96351, 3.41894], [-2.60939, -2.90005, -3.23991], [-4.46332, -0.75315, -1.59480], [4.66444, 3.02792, 0.97737], [5.08394, 0.95606, 2.04834], [-5.58064, 0.85116, -4.33316], [4.63822, 1.67541, 0.92487], [-0.56643, -2.20304, -1.95358], [4.99217, 1.57876, 3.30966], [-0.04665, -2.61546, -0.64156], [4.74722, -1.13476, -0.12831], [0.53155, -0.60148, 4.16982], [-4.74589, 1.89238, -4.17409], [-3.99531, -2.94785, -2.64349], [4.91853, 3.68693, 2.19026], [4.92058, 1.21971, -2.14525], [-0.37294, 1.91924, 4.29978], [-5.69169, -0.34993, -2.41910], [-2.26067, -0.29737, 4.10289], [0.69406, 2.00013, 4.39970], [5.07047, 4.74878, 2.17320], [-3.12337, 0.18330, 3.63954], [-2.63911, -3.65229, -4.04606], [0.31526, -0.73876, 5.23824], [4.45460, 3.72918, 0.09964], [-4.93962, 2.93404, -4.42157], [-6.57181, -0.97753, -2.15436], [5.46537, 2.16817, -2.02725], [4.41257, -1.38900, 0.89347], [-0.84940, 1.82868, 5.26626], [5.82942, -1.12249, -0.12099], [5.29161, 0.96000, 4.17665], [-0.40628, 1.18803, -2.47503], [-0.84009, -2.65512, 0.04345], [4.39739, -2.00506, -0.74597], [-2.21979, -1.39722, 3.87127], [-2.19786, -1.97417, -3.65287], [0.49844, -1.57591, 3.68195], [-4.60782, -2.67630, -3.50532], [5.60349, 0.49345, -2.62611], [0.59569, -3.48235, -0.93067], [-3.57237, -0.30358, -2.03861], [1.52760, -0.15380, 4.10655], [-2.23574, -0.23059, 5.21849], [5.49891, -0.03816, 2.09754], [-4.15185, -4.01598, -2.37914], [-4.63781, -0.43808, -0.55520], [0.26668, -2.21269, -2.69746], [-5.97555, 0.66244, -2.13562], [-6.27792, 0.80277, -5.17905], [4.09861, 1.40341, -2.86865], [4.83641, 3.55456, 4.30943], [-3.85321, 1.72171, -3.60325], [-1.06245, -1.24356, -1.96992], [-0.76892, 2.78425, 3.75396]], "forces_ev_per_a": [[-1.564, -1.971, 0.257], [1.746, 0.280, 2.359], [3.444, 0.859, 0.467], [-0.484, 0.235, -0.359], [-0.044, 0.595, 1.243], [-0.110, 0.772, 0.206], [-0.548, 2.057, -2.190], [1.219, -0.598, 0.095], [0.725, 0.217, 0.077], [0.500, 0.706, -2.567], [2.355, -0.163, 0.448], [-0.258, -1.106, -0.192], [-0.390, 3.128, -0.367], [-0.903, 0.970, 1.949], [0.595, 0.693, -2.904], [-0.385, -2.886, -1.266], [-1.064, -0.913, -2.295], [1.422, -0.502, 0.084], [3.118, 0.553, 0.369], [-2.036, -1.293, 0.114], [-0.487, -0.463, -0.803], [-0.555, -0.717, 0.749], [0.710, 0.023, 0.310], [-0.696, -1.046, 0.871], [-1.587, -0.092, -0.571], [-1.265, 0.052, -1.759], [0.096, -1.087, 0.873], [0.139, -1.067, 0.053], [0.392, 0.076, 0.002], [-0.207, 0.352, 0.183], [-0.202, -0.271, 0.318], [0.273, 0.246, 0.185], [-0.213, 0.152, -0.331], [0.282, -1.386, 1.045], [-0.163, -0.527, -0.600], [0.619, 0.026, -0.355], [-0.370, -0.311, 0.363], [0.145, 0.026, -0.389], [-0.040, 0.067, 0.222], [0.281, 0.362, -0.214], [-0.517, 0.539, -0.384], [0.342, -0.115, 0.964], [-0.931, -1.014, 0.948], [0.343, 0.951, 0.292], [-0.396, 0.983, -0.003], [-1.060, 0.277, -0.297], [0.416, -0.216, 0.152], [-0.610, 0.023, 0.272], [-0.483, 0.065, 0.552], [-1.023, -0.022, 1.284], [0.002, 0.409, 0.195], [-0.189, -0.073, -0.316], [-0.073, 0.297, -1.004], [-0.551, -0.274, -0.554], [-0.228, 0.766, 0.050], [0.324, 0.070, -0.369], [-0.389, 0.278, 0.226], [0.172, 0.070, -0.041], [-0.436, 0.622, 0.648], [0.636, 0.083, -0.060], [0.103, -0.229, 0.656], [0.256, 0.063, 0.589], [-0.298, 0.328, 0.134], [0.101, 0.066, 0.390]]}